(1)
Formula: C28H30N7PbSSb
Source: OMol25
Level of theory: ωB97M-V with the def2-TZVPD basis set

Last column: Löwdin charge in e.
Cartesian coordinates (Å):
Pb 0.6233 -1.9340 0.3996  1.0359
C 5.0066 -2.7850 3.6681  -0.0316
N 4.5051 -1.9425 2.5703  -0.1422
C 5.4125 -1.4817 1.4966  -0.0251
C 3.1762 -1.6511 2.4358  -0.3945
N 2.6241 -1.1618 1.3381  -0.0556
N 2.3589 -1.8186 3.5676  0.1371
C 0.9772 -1.6147 3.7282  -0.4758
N 0.6336 -1.1716 4.9702  0.1876
N 0.1196 -1.9611 2.8181  -0.0140
H 4.1774 -3.3744 4.1503  0.1014
H 5.5504 -2.1696 4.4174  0.1071
H 5.7126 -3.5824 3.2387  0.1278
H 6.4580 -1.5360 1.8107  0.1031
H 5.1105 -0.4555 1.2378  0.0969
H 5.3741 -2.0894 0.5523  0.1107
H 3.3208 -1.1856 0.5858  0.0277
H 2.8846 -1.9282 4.4694  0.1573
H 1.3737 -0.8073 5.5220  0.1025
H -0.3168 -1.1476 5.3533  0.1400
H -0.8728 -1.8285 3.1181  0.0367
S -0.2271 0.5335 0.6711  -0.0146
Sb -0.2980 1.1449 -1.5820  1.3595
C 0.0678 3.2637 -1.5050  -0.3478
C -0.6280 4.1389 -0.6607  -0.1206
C -0.3425 5.4972 -0.6035  -0.0540
C 0.5034 6.0557 -1.5736  -0.0251
C 1.2162 5.1676 -2.3995  -0.0530
C 0.9651 3.7992 -2.4220  -0.1312
C 1.2888 -0.0542 -2.3082  -0.4482
C 2.6681 0.1893 -2.1132  -0.1269
C 3.5496 -0.2772 -3.0717  -0.0508
C 3.0873 -1.1801 -4.0659  -0.0397
C 1.7570 -1.5545 -4.1282  -0.0412
C 0.8751 -1.0414 -3.1625  -0.1662
C -2.3206 0.8078 -2.3076  -0.3492
C -2.6434 1.4595 -3.4890  -0.1202
C -3.8761 1.2413 -4.1451  -0.0460
C -4.6913 0.2387 -3.6377  -0.0231
C -4.3467 -0.4156 -2.3995  -0.0352
C -3.1788 -0.0753 -1.7149  -0.1461
H -1.2857 3.6790 0.0733  0.0973
H -0.8419 6.0540 0.1955  0.1221
H 0.5631 7.1137 -1.5813  0.1055
H 2.0588 5.5042 -2.9642  0.1072
H 1.4963 3.1319 -3.0713  0.0895
H 3.0959 0.7178 -1.2703  0.1096
H 4.6029 -0.0697 -2.9707  0.1130
H 3.8210 -1.5622 -4.7876  0.1248
H 1.4168 -2.2869 -4.8482  0.1209
H -0.1677 -1.2318 -3.2322  0.0877
H -2.0208 2.2867 -3.8380  0.1035
H -4.0685 1.7492 -5.0894  0.1205
H -5.6204 -0.0650 -4.1026  0.1154
H -5.0369 -1.0739 -1.8966  0.0743
H -2.9749 -0.5382 -0.7541  0.0783
N -6.9348 -1.1458 -0.1978  0.2026
C -6.0949 -1.1605 0.6071  -0.1659
C -5.0873 -1.1312 1.6073  -0.2061
C -4.1944 -0.0509 1.7359  0.0116
C -3.1246 -0.2124 2.6580  -0.1460
N -2.8588 -1.3673 3.2395  0.0245
C -3.7523 -2.3633 3.1548  -0.1210
C -4.8815 -2.2882 2.3847  0.0013
H -4.3357 0.8687 1.1610  0.1295
H -2.4609 0.5895 2.8517  0.0810
H -3.4053 -3.2966 3.6116  0.1242
H -5.5434 -3.1632 2.4943  0.1410

Forces on the atoms, in the same order (eV/Å):
Pb -0.3 0.3 0.9
C 0.7 -1.1 -0.1
N -1.2 0.0 -0.3
C -0.3 -0.4 -0.6
C -0.3 0.1 0.3
N 1.0 -0.8 0.0
N 1.5 0.1 1.1
C -1.0 -0.6 0.0
N 0.0 -0.4 -0.6
N 0.2 0.2 -0.1
H 0.9 0.7 -0.5
H -0.3 -0.5 -0.4
H -0.9 1.3 0.6
H -0.3 0.2 0.3
H 0.5 -0.2 0.2
H -0.3 0.2 0.9
H -0.3 0.2 0.3
H -0.9 0.2 -1.4
H 0.2 0.3 0.7
H 0.7 -0.1 -0.7
H 0.7 0.2 -0.3
S -0.3 -0.1 0.0
Sb -0.8 0.9 1.5
C -0.3 0.2 -1.0
C 0.4 -1.4 0.9
C -0.5 -0.4 -0.6
C -0.2 -1.9 0.8
C -0.2 0.4 0.2
C -0.1 0.1 0.9
C 0.2 0.3 0.7
C 0.0 0.4 -0.6
C -0.7 -1.5 0.1
C 0.7 0.6 -0.2
C 0.3 -0.5 0.9
C 0.4 0.5 -1.7
C 1.7 0.7 -0.7
C -0.6 1.0 -0.3
C 1.0 -0.8 0.4
C 0.3 -0.8 1.6
C -0.1 1.5 -0.8
C -0.8 -1.2 0.0
H -0.1 0.3 0.0
H 0.2 0.2 -0.6
H 0.7 0.8 -0.3
H 0.0 0.5 -0.7
H 0.5 0.0 -0.4
H -0.4 0.6 -0.1
H 0.1 0.0 -0.1
H -0.5 0.2 0.2
H 0.0 0.1 0.0
H -0.8 -0.4 -0.3
H 0.1 -0.4 -0.2
H -0.2 0.0 0.4
H 0.1 0.2 -0.1
H -0.2 -0.2 -0.3
H 0.1 0.0 -0.1
N 1.4 -0.1 1.2
C -2.1 0.5 -1.4
C 1.1 -0.3 0.5
C 0.0 -0.6 0.8
C -1.5 -0.3 -1.4
N 0.1 0.0 0.6
C 1.4 0.0 -0.2
C -0.5 -0.5 0.5
H 0.1 -0.4 0.3
H 0.6 0.7 0.0
H -0.6 0.3 0.1
H 0.0 0.8 -0.8

## Properties
E_tot = -62559.59870 eV
ΔE to the lowest compared entry with this formula, charge and spin = 1.437 eV
Net charge = +2
Orbital gap = 8.65 eV



(2)
Formula: C5H10O2
Source: OMol25
Level of theory: ωB97M-V with the def2-TZVPD basis set

Last column: Löwdin charge in e.
Cartesian coordinates (Å):
C -1.6625 1.4167 0.9885  -0.0974
O -0.9348 0.2979 0.5543  -0.1596
C 0.1248 0.5543 -0.3217  -0.2730
C 1.5505 0.5747 0.2617  -0.1122
O 1.9432 -0.5307 -0.5620  -0.0829
C 0.6008 -0.7143 -1.0535  -0.3140
C -0.0306 -2.0104 -0.5899  -0.0310
H -1.0623 2.0971 1.6106  0.0926
H -2.0809 1.9766 0.1387  0.0903
H -2.4869 1.0297 1.5912  0.0907
H -0.0982 1.4023 -0.9845  0.1521
H 1.5827 0.3274 1.3309  0.1268
H 2.1641 1.4633 0.0677  0.1176
H 0.5797 -0.6484 -2.1491  0.1435
H -1.0145 -2.1387 -1.0541  0.0864
H 0.6114 -2.8493 -0.8761  0.0853
H -0.1682 -2.0152 0.4952  0.0847

Forces on the atoms, in the same order (eV/Å):
C -0.2 0.2 0.1
O 0.1 -0.1 0.0
C 0.1 0.1 -0.1
C 0.0 0.3 0.2
O 0.1 -0.1 0.0
C -0.2 -0.2 -0.2
C 0.0 0.0 0.0
H 0.0 -0.1 -0.1
H 0.1 0.0 0.1
H 0.1 0.1 -0.1
H 0.0 -0.1 0.1
H 0.0 0.0 -0.1
H -0.1 -0.1 0.0
H 0.0 0.0 0.1
H 0.1 0.0 0.1
H -0.1 0.1 0.0
H 0.1 0.0 -0.2

## Properties
E_tot = -9440.51185 eV
ΔE to the lowest compared entry with this formula, charge and spin = 2.531 eV
Net charge = 0
Orbital gap = 10.63 eV



Which value of E_tot does entry 1 give?
-62559.59870 eV



Which of these has the highest net charge?
C28H30N7PbSSb



Among the records above, which one has the highest net charge?
C28H30N7PbSSb



The highest orbital gap belongs to which entry?
C5H10O2